{
  "formula": "C52H125N7O11",
  "method": "ωB97M-V/def2-TZVPD",
  "de_lowest_ev": 5.484,
  "smiles": "CC1(C)CCCC(C)(C)N1O.CC1(C)CCCC(C)(C)N1O.CC1(C)CCCC(C)(C)N1O.CC1(C)CCCC(C)(C)N1O.COC[C@H](C)N.COC[C@H](C)N.COC[C@H](C)N.CO.CO.CO.CO",
  "lumo_ev": 0.29,
  "homo_energy_ha": -0.291,
  "elements": ["C", "C", "C", "C", "C", "C", "C", "C", "C", "N", "O", "H", "H", "H", "H", "H", "H", "H", "H", "H", "H", "H", "H", "H", "H", "H", "H", "H", "H", "H", "C", "C", "C", "C", "C", "C", "C", "C", "C", "N", "O", "H", "H", "H", "H", "H", "H", "H", "H", "H", "H", "H", "H", "H", "H", "H", "H", "H", "H", "H", "C", "C", "C", "C", "C", "C", "C", "C", "C", "N", "O", "H", "H", "H", "H", "H", "H", "H", "H", "H", "H", "H", "H", "H", "H", "H", "H", "H", "H", "H", "C", "C", "C", "C", "C", "C", "C", "C", "C", "N", "O", "H", "H", "H", "H", "H", "H", "H", "H", "H", "H", "H", "H", "H", "H", "H", "H", "H", "H", "H", "C", "O", "C", "C", "C", "N", "H", "H", "H", "H", "H", "H", "H", "H", "H", "H", "H", "C", "O", "C", "C", "C", "N", "H", "H", "H", "H", "H", "H", "H", "H", "H", "H", "H", "C", "O", "C", "C", "C", "N", "H", "H", "H", "H", "H", "H", "H", "H", "H", "H", "H", "C", "O", "H", "H", "H", "H", "C", "O", "H", "H", "H", "H", "C", "O", "H", "H", "H", "H", "C", "O", "H", "H", "H", "H"],
  "positions_angstrom": [[3.2172, -6.4525, 3.1050], [4.3646, -5.6855, 2.6088], [5.4259, -6.7252, 2.1394], [3.8553, -4.8712, 1.3904], [4.9256, -3.9015, 0.8957], [5.1401, -2.9208, 2.0136], [5.6615, -3.5764, 3.3485], [7.1652, -3.8215, 3.1776], [5.5335, -2.4864, 4.4219], [4.9307, -4.7854, 3.6845], [5.3923, -5.5353, 4.8288], [3.4208, -7.1847, 3.8863], [2.3219, -5.9560, 3.4792], [2.7224, -7.0550, 2.3433], [6.1973, -6.2015, 1.5747], [5.9252, -7.3775, 2.8558], [5.0279, -7.4831, 1.4647], [3.5400, -5.5922, 0.6361], [2.9406, -4.3558, 1.6834], [5.8294, -4.3301, 0.4627], [4.4825, -3.2972, 0.1042], [4.1777, -2.5631, 2.3793], [5.6907, -2.0999, 1.5542], [7.8051, -2.9495, 3.0427], [7.3659, -4.5181, 2.3636], [7.5620, -4.4671, 3.9611], [6.4174, -1.8506, 4.4731], [5.4236, -2.7775, 5.4665], [4.5847, -1.9539, 4.3565], [4.6581, -5.4333, 5.4388], [0.3392, -1.4875, -1.8070], [-0.0971, -0.3261, -0.8248], [-1.3159, 0.4425, -1.4010], [-0.6119, -1.1356, 0.4572], [0.5973, -1.6113, 1.3732], [1.7419, -0.4780, 1.5683], [2.2213, 0.1681, 0.2475], [2.9761, 1.4311, 0.6820], [3.0929, -0.8073, -0.5652], [1.0429, 0.5337, -0.5360], [1.2150, 1.5194, -1.4991], [-0.4526, -1.8474, -2.4640], [1.0636, -1.0655, -2.5035], [0.8467, -2.3103, -1.3034], [-1.6084, 1.2293, -0.7056], [-1.2197, 0.9169, -2.3777], [-2.2229, -0.1604, -1.4450], [-1.2619, -0.4531, 1.0047], [-1.2533, -1.9625, 0.1523], [0.3377, -1.8230, 2.4104], [0.9850, -2.4602, 0.8100], [2.5163, -1.0270, 2.1041], [1.1901, 0.2269, 2.1902], [3.3529, 2.1883, -0.0055], [3.7696, 1.0765, 1.3398], [2.2075, 1.9287, 1.2735], [4.0800, -0.7645, -0.1048], [3.1927, -0.5924, -1.6291], [2.8640, -1.8730, -0.5578], [1.2451, 2.3095, -0.9547], [-2.6897, 3.5914, -2.4395], [-3.4140, 4.6079, -3.3114], [-2.3542, 5.1778, -4.2110], [-4.5029, 3.8037, -4.2118], [-5.7054, 3.3331, -3.4468], [-6.3947, 4.5466, -2.8379], [-5.5463, 5.4531, -1.9346], [-6.3454, 6.7966, -1.8170], [-5.5336, 4.8415, -0.5797], [-4.2134, 5.6809, -2.6438], [-3.4571, 6.6867, -2.0145], [-2.0504, 3.9901, -1.6518], [-3.4617, 2.9859, -1.9648], [-2.0584, 2.9663, -3.0709], [-1.9035, 4.4637, -4.9003], [-2.7865, 6.0176, -4.7551], [-1.4966, 5.5805, -3.6721], [-4.7534, 4.2776, -5.1609], [-4.0612, 2.8443, -4.4813], [-6.4738, 2.9823, -4.1358], [-5.4707, 2.4737, -2.8187], [-7.1384, 4.0945, -2.1816], [-7.0056, 4.9768, -3.6316], [-7.3426, 6.6367, -1.4071], [-6.3475, 7.4089, -2.7187], [-5.7899, 7.3299, -1.0455], [-4.8192, 4.0374, -0.4033], [-6.4773, 4.6273, -0.0780], [-5.2203, 5.6278, 0.1071], [-3.0619, 7.0661, -2.8029], [-10.2496, 0.0056, -0.8514], [-9.1801, -0.4151, 0.2570], [-9.7953, -0.1210, 1.6959], [-9.0743, -1.9756, 0.0611], [-7.7682, -2.5849, 0.6578], [-6.5459, -1.8767, 0.0828], [-6.5441, -0.3465, 0.2191], [-6.1364, 0.0574, 1.6791], [-5.4679, 0.1375, -0.8240], [-7.9201, 0.2174, -0.0580], [-7.9518, 1.6250, -0.0063], [-9.8434, -0.1421, -1.8520], [-11.1740, -0.4866, -0.5495], [-10.5200, 1.0591, -0.9237], [-10.7192, -0.6639, 1.8951], [-9.0627, -0.2163, 2.4973], [-10.1845, 0.8965, 1.7329], [-9.9550, -2.2762, 0.6287], [-9.2250, -2.4321, -0.9171], [-7.7539, -2.3893, 1.7300], [-7.7262, -3.6732, 0.6133], [-6.3213, -2.1563, -0.9465], [-5.7766, -2.3654, 0.6807], [-7.0016, -0.0070, 2.3390], [-5.9147, 1.1226, 1.6137], [-5.4175, -0.7124, 1.9595], [-5.7216, -0.1989, -1.8293], [-4.4391, -0.0838, -0.5398], [-5.5355, 1.2211, -0.9203], [-7.7548, 1.8437, -0.9200], [4.0716, 2.7343, -3.9579], [5.0847, 1.8199, -3.6402], [5.5585, 1.6930, -2.3151], [6.4406, 2.8984, -1.8846], [7.3265, 2.7275, -0.6497], [5.5860, 3.9982, -1.4696], [4.3996, 3.7730, -3.9954], [3.2526, 2.6086, -3.2497], [3.7098, 2.4331, -4.9410], [4.7034, 1.5122, -1.6638], [6.1586, 0.7832, -2.3011], [7.0485, 3.2614, -2.7132], [7.8954, 3.6374, -0.4584], [8.0727, 1.9333, -0.6258], [6.6925, 2.5340, 0.2156], [5.6264, 4.0460, -0.4615], [6.0932, 4.7960, -1.8247], [9.5019, 4.5042, 4.2263], [9.7155, 3.1536, 3.8366], [8.6664, 2.2992, 4.3394], [8.0315, 1.6827, 3.0950], [6.7439, 1.0132, 3.4785], [8.8870, 0.8136, 2.3884], [10.2662, 5.1691, 3.8241], [9.7267, 4.6348, 5.2849], [8.4834, 4.8377, 4.0274], [8.9167, 1.5938, 5.1318], [7.8834, 2.9524, 4.7247], [7.8202, 2.4725, 2.3741], [6.2434, 1.6718, 4.1884], [6.9584, 0.0577, 3.9572], [5.9892, 0.8452, 2.7102], [9.6857, 1.2919, 1.9968], [9.3932, 0.2639, 3.0680], [-7.3404, -5.2476, -2.1834], [-6.0506, -5.6085, -1.6542], [-4.9770, -5.0228, -2.4827], [-3.6462, -4.8821, -1.6949], [-3.6127, -3.7515, -0.6856], [-2.5163, -4.7193, -2.5886], [-7.5391, -4.1882, -2.0213], [-8.1145, -5.7195, -1.5782], [-7.5856, -5.5253, -3.2085], [-4.8197, -5.6933, -3.3275], [-5.1997, -4.0327, -2.8804], [-3.4731, -5.8435, -1.2113], [-4.4612, -3.9283, -0.0246], [-4.0016, -2.9049, -1.2513], [-2.6640, -3.6750, -0.1544], [-2.4683, -5.6193, -3.0444], [-1.6836, -4.4882, -2.0658], [1.1460, 0.7876, -4.7801], [0.8318, 2.0388, -4.1609], [1.2521, 0.9807, -5.8476], [1.9452, 0.1786, -4.3576], [0.2571, 0.1603, -4.8458], [0.8399, 1.8427, -3.2212], [2.3003, 5.6663, 4.0693], [2.9403, 4.4613, 3.5324], [2.8831, 5.8895, 4.9629], [2.4329, 6.4296, 3.3026], [1.2198, 5.5868, 4.1888], [2.2579, 3.9282, 3.1180], [2.8206, -4.0101, -4.6808], [2.0127, -5.1045, -5.1712], [3.4063, -4.3664, -3.8333], [3.3442, -3.6976, -5.5843], [2.4042, -3.2017, -4.0798], [1.2826, -4.7737, -5.6996], [-0.6359, -0.4005, 5.1164], [-0.3270, 1.1153, 5.0792], [0.0837, -1.0067, 5.6666], [-1.5290, -0.5955, 5.7101], [-0.8323, -0.7142, 4.0911], [-0.7991, 1.6612, 5.7122]],
  "forces_ev_per_a": [[-2.46, -1.74, 1.27], [1.67, -0.10, 0.10], [0.36, 0.07, -0.80], [1.07, -0.67, 0.22], [-1.64, 0.37, -0.22], [-0.34, -0.98, 1.02], [2.31, 1.18, -0.18], [0.65, -1.70, -0.18], [-0.65, -0.08, 1.20], [-2.19, -0.27, -0.81], [0.20, 0.77, -1.29], [0.55, 0.04, 0.10], [0.33, 1.07, 0.20], [0.56, -0.14, -0.58], [0.16, -0.11, 0.05], [-0.16, 0.68, 0.76], [-0.54, 0.29, -0.33], [0.17, -0.14, -0.08], [0.10, 0.37, 0.07], [0.00, -0.24, 0.37], [0.03, -0.13, -0.39], [-0.35, 0.37, -0.73], [0.56, 0.25, 1.09], [-0.30, 0.12, 0.09], [-0.21, 0.33, -0.69], [-0.04, 0.52, 0.74], [-0.36, 0.27, -0.52], [0.40, -1.10, 0.04], [0.14, 0.59, -0.68], [-0.05, 0.05, 0.15], [0.22, 1.08, -0.68], [-0.46, -2.68, -0.39], [0.08, 0.36, 0.60], [1.36, 1.71, 0.83], [0.29, 1.66, -1.59], [-2.37, -1.83, -1.11], [-0.28, -0.92, -1.22], [-0.66, -0.12, 0.53], [1.28, -0.23, 0.44], [-2.12, 0.15, 2.12], [0.81, 0.05, -0.16], [-0.34, -0.19, 0.39], [0.16, 0.00, -0.10], [-0.25, -0.01, 0.03], [0.26, 0.28, 0.13], [0.47, -0.22, -0.01], [0.28, -0.59, -0.07], [-0.01, 0.14, 0.30], [0.28, -0.05, -0.21], [-0.40, -0.61, -0.33], [0.38, -0.34, 0.67], [0.34, 0.59, 0.02], [0.65, 0.44, 0.15], [0.09, -0.57, -0.51], [0.12, 0.36, 0.06], [0.27, 0.39, 0.40], [0.40, -0.02, -0.23], [-0.03, 0.61, 0.10], [-0.67, 0.08, 0.44], [-0.11, 0.49, -0.30], [-0.70, -0.43, 0.60], [-1.58, -1.01, -0.27], [0.15, 1.37, -0.43], [1.76, -0.80, 0.55], [-0.71, 1.14, -0.59], [-0.53, -1.60, 0.84], [-0.84, 0.36, -2.68], [1.60, -0.23, 0.69], [1.33, 0.62, 2.39], [-1.85, -0.68, -0.37], [0.55, -0.39, 0.24], [-0.10, 0.42, -0.07], [0.26, -0.39, 0.23], [-0.10, -0.11, 0.00], [-0.46, -0.18, -0.03], [0.06, 0.02, -0.48], [-0.04, 0.01, 0.38], [-0.01, 0.55, 0.28], [0.83, 0.16, -0.42], [0.24, -0.50, -0.32], [0.04, 0.36, 0.51], [-0.41, 0.34, 0.26], [0.54, 0.80, -0.03], [-0.05, -0.22, -0.31], [-0.11, -0.31, -0.08], [-0.17, 0.53, -0.07], [-0.19, -0.25, -0.33], [-0.42, -0.48, -0.87], [0.68, 0.16, 0.17], [0.22, 0.69, 0.20], [0.65, 0.62, 1.16], [-1.17, -0.24, -1.09], [0.23, 0.73, -1.00], [0.45, -0.30, 1.51], [-1.27, 1.30, 0.07], [-0.46, -1.03, 0.38], [-0.38, 0.02, 0.77], [-0.88, -0.35, -1.48], [-1.48, 1.05, 0.46], [1.41, -1.23, -1.26], [0.12, -0.19, 0.35], [-0.25, -0.98, 0.05], [-0.05, -0.41, -0.76], [0.27, 0.34, 0.81], [0.34, -0.67, -0.05], [-0.18, -0.29, -0.02], [0.49, 0.38, -0.14], [0.08, -0.60, 0.06], [0.12, 0.88, -0.50], [-0.10, 0.16, 0.25], [0.05, 0.00, -0.54], [-0.38, -0.08, -0.18], [0.75, 0.72, -0.16], [0.05, -0.25, -0.04], [0.87, -0.21, 0.52], [0.63, 0.91, 0.52], [0.17, -0.51, 0.07], [-0.17, -0.35, 0.06], [0.19, 0.27, 0.30], [-0.11, 0.42, -0.13], [-0.40, -0.29, 0.25], [1.07, -0.62, -0.36], [0.67, 0.47, -0.39], [-0.28, -0.60, 1.09], [0.80, -1.21, 0.09], [-0.56, 0.95, -0.91], [0.07, 0.05, 0.15], [-0.20, 0.33, 0.05], [-0.02, 0.12, 0.00], [0.01, 0.37, 0.46], [0.07, -0.09, -0.14], [-0.09, -0.48, -0.32], [-0.19, 0.18, -0.07], [-0.04, -0.30, -0.39], [-0.11, 0.01, 0.14], [-0.25, 0.31, 0.07], [-0.50, 0.72, 0.32], [0.87, -0.13, 0.76], [0.02, -0.04, 0.73], [-0.84, 1.65, -1.48], [-0.65, 0.63, 0.05], [-0.65, -0.07, 0.63], [1.67, -1.58, -0.60], [-0.22, -0.26, -0.90], [-0.49, -0.25, 0.49], [0.05, 0.13, -0.23], [0.62, -0.12, -0.16], [0.01, 0.03, 0.49], [-0.16, 0.52, 0.34], [-0.17, -0.19, 0.29], [-0.13, 0.02, 0.08], [0.46, -0.09, -0.44], [-0.17, 0.67, -0.44], [-0.21, -0.84, 0.29], [-0.22, 0.04, 1.17], [0.41, 1.21, -1.52], [0.22, -0.40, 0.96], [0.15, -0.84, 0.74], [-2.06, -0.70, -0.56], [-0.85, 0.19, -1.10], [0.27, 0.33, -0.35], [0.27, -0.39, 0.21], [0.69, -0.06, -0.26], [0.07, -0.05, -0.15], [-0.57, 0.13, 0.05], [-0.51, -0.18, 0.66], [0.36, -0.13, 0.63], [0.95, 0.76, 0.16], [-0.20, 0.31, -0.17], [0.99, 0.11, -0.36], [0.13, -0.34, -0.13], [-1.42, 0.35, -1.05], [0.42, -0.82, -0.41], [0.90, 0.20, 0.04], [0.32, 0.49, 0.09], [-0.31, -0.34, 0.65], [-0.05, 0.17, 0.43], [1.05, -0.73, -1.30], [-0.78, 0.50, 0.46], [-0.56, 0.26, 0.06], [0.16, 0.39, 0.25], [0.13, -0.37, 0.55], [0.02, -0.09, -0.03], [-0.01, -0.81, -0.12], [-0.21, 0.40, 1.11], [0.87, -0.85, -0.79], [0.66, 0.64, 0.75], [-1.35, 0.43, -0.93], [0.02, 0.22, 0.02], [-0.73, 2.46, 0.88], [0.31, -2.73, -0.60], [0.77, 0.49, -0.54], [-0.39, 0.39, -0.24], [0.38, 0.10, 0.16], [-0.33, -0.70, 0.30]]
}